This record from the Open Molecules 2025 dataset describes an isolated molecule of C19H24N2O4S2. The level of theory is the ωB97M-V functional and the def2-TZVPD basis.

Atoms and positions in Å:
C1 -5.63938 -3.81978 -0.28749
H1 -6.22491 -4.72738 -0.42553
O1 -6.57521 -2.78658 -0.10777
C2 -6.12041 -1.51751 0.09297
C3 -4.78291 -1.15374 0.12953
C4 -4.42126 0.17804 0.34108
C5 -5.40041 1.14599 0.51635
C6 -6.73363 0.77174 0.47857
C7 -7.10151 -0.54013 0.26964
H2 -8.13639 -0.83970 0.23859
H3 -7.49636 1.52301 0.61542
H4 -5.11740 2.17073 0.68048
N1 -3.05066 0.46263 0.35974
C8 -2.42538 1.65339 0.56346
O2 -3.00007 2.70210 0.76163
C9 -0.89736 1.61522 0.50184
C10 -0.22677 0.24419 0.46540
C11 1.29287 0.41207 0.46634
C12 1.75108 1.22789 -0.74264
C13 1.05972 2.59261 -0.73939
C14 -0.45693 2.43354 -0.71967
H5 -0.78724 1.92753 -1.63092
H6 -0.93750 3.41214 -0.68553
H7 1.37780 3.15164 0.14248
H8 1.35700 3.16151 -1.62295
C15 3.27350 1.40393 -0.74817
N2 4.00787 0.16088 -0.85619
S1 4.39185 -0.67291 0.53967
O3 3.77241 -1.96767 0.51108
O4 4.20189 0.18071 1.67116
C16 6.12604 -0.90649 0.29799
C17 6.78342 -2.04991 -0.03480
C18 8.17383 -1.84653 -0.16709
C19 8.53059 -0.55487 0.06564
S2 7.18047 0.43718 0.45540
H9 9.51277 -0.12688 0.03418
H10 8.86987 -2.62494 -0.42119
H11 6.27792 -2.98836 -0.16628
H12 3.63494 -0.47177 -1.54749
H13 3.57500 2.04798 -1.58139
H14 3.60097 1.85976 0.18746
H15 1.46598 0.69333 -1.65884
H16 1.60870 0.91745 1.38059
H17 1.76878 -0.57033 0.45986
H18 -0.50952 -0.29376 -0.44512
H19 -0.51734 -0.35043 1.33474
H20 -0.55722 2.14780 1.39725
H21 -2.46168 -0.34460 0.21801
H22 -4.00336 -1.88996 -0.00278
H23 -5.01984 -3.65318 -1.17524
H24 -4.99466 -3.93755 0.58994

Max |F|: 0.9 eV/Å
Energy above the lowest of the compared OMol25 structures with the same formula, charge and spin: 8.96 kcal per mole
Orbital gap: 8.68 eV
SMILES string: COc1cccc(NC(=O)[C@H]2CC[C@H](CNS(=O)(=O)c3cccs3)CC2)c1
E: -1945.26068 Ha
Net charge: 0

Computed natural (NBO) charges, given in elementary charges:
1. C -0.25
2. H 0.20
3. O -0.49
4. C 0.33
5. C -0.37
6. C 0.26
7. C -0.30
8. C -0.17
9. C -0.28
10. H 0.22
11. H 0.22
12. H 0.26
13. N -0.63
14. C 0.69
15. O -0.61
16. C -0.30
17. C -0.40
18. C -0.41
19. C -0.23
20. C -0.40
21. C -0.39
22. H 0.19
23. H 0.23
24. H 0.20
25. H 0.21
26. C -0.22
27. N -0.86
28. S 2.33
29. O -0.94
30. O -0.93
31. C -0.56
32. C -0.20
33. C -0.27
34. C -0.39
35. S 0.50
36. H 0.24
37. H 0.23
38. H 0.24
39. H 0.40
40. H 0.20
41. H 0.23
42. H 0.19
43. H 0.21
44. H 0.22
45. H 0.19
46. H 0.22
47. H 0.23
48. H 0.40
49. H 0.21
50. H 0.17
51. H 0.17

=====

This record from the Open Molecules 2025 dataset describes an isolated molecule of C19H24N2O5S. The level of theory is the ωB97M-V functional and the def2-TZVPD basis.

Atoms and positions in Å:
C1 -5.14853 -3.59876 -0.04059
H1 -5.60159 -4.58732 -0.09666
O1 -6.21676 -2.68584 -0.13558
C2 -5.93584 -1.35668 -0.09826
C3 -4.66379 -0.82053 0.03346
C4 -4.49448 0.56445 0.06074
C5 -5.59192 1.41353 -0.04357
C6 -6.85788 0.86975 -0.17484
C7 -7.03512 -0.49831 -0.20195
H2 -8.01626 -0.93412 -0.30405
H3 -7.71589 1.51984 -0.25740
H4 -5.44723 2.48198 -0.02332
C8 -3.15565 1.09287 0.19778
N1 -2.05747 0.39876 0.30102
C9 -1.05279 1.31623 0.41814
C10 -1.60048 2.57229 0.37341
O2 -2.93627 2.42566 0.23776
C11 -0.99860 3.92555 0.41384
H5 -1.76983 4.66411 0.61546
H6 -0.23336 3.97687 1.18629
H7 -0.53977 4.14360 -0.55084
C12 0.36433 0.92979 0.49571
H8 0.46753 -0.14217 0.63081
H9 0.91066 1.47439 1.26168
S1 1.19608 1.33788 -1.09526
O3 0.35385 2.17749 -1.90026
O4 1.69646 0.12888 -1.70018
C13 2.66789 2.32322 -0.60929
C14 3.41538 1.47491 0.39477
O5 3.39051 1.71779 1.58676
N2 4.05283 0.43252 -0.16036
H10 3.83888 0.21048 -1.12345
C15 4.63076 -0.64175 0.62203
H11 4.58970 -0.30848 1.66153
C16 3.84982 -1.95449 0.41305
C17 4.72349 -2.78924 -0.52094
H12 4.50761 -3.85386 -0.45104
C18 6.13793 -2.44337 -0.06688
H13 6.89570 -2.71561 -0.79955
H14 6.36105 -2.96052 0.86736
C19 6.07625 -0.93392 0.16951
H15 6.80666 -0.60015 0.90366
H16 6.26888 -0.40174 -0.76299
H17 4.57386 -2.47499 -1.55471
H18 2.86366 -1.76022 -0.00715
H19 3.72654 -2.46696 1.36712
H20 3.22687 2.50771 -1.52160
H21 2.31592 3.25138 -0.17089
H22 -3.78118 -1.43183 0.11537
H23 -4.61720 -3.49575 0.91056
H24 -4.44119 -3.47529 -0.86621

Max |F|: 1.3 eV/Å
Energy above the lowest of the compared OMol25 structures with the same formula, charge and spin: 52.28 kcal per mole
Orbital gap: 8.75 eV
SMILES string: COc1cccc(-c2nc(CS(=O)(=O)CC(=O)NC3CCCC3)c(C)o2)c1
E: -1622.31632 Ha
Net charge: 0

Computed natural (NBO) charges, given in elementary charges:
1. C -0.25
2. H 0.20
3. O -0.49
4. C 0.31
5. C -0.30
6. C -0.01
7. C -0.23
8. C -0.20
9. C -0.24
10. H 0.22
11. H 0.22
12. H 0.22
13. C 0.45
14. N -0.45
15. C 0.04
16. C 0.31
17. O -0.40
18. C -0.67
19. H 0.24
20. H 0.23
21. H 0.25
22. C -0.67
23. H 0.28
24. H 0.27
25. S 2.15
26. O -0.93
27. O -0.96
28. C -0.73
29. C 0.65
30. O -0.63
31. N -0.60
32. H 0.41
33. C -0.07
34. H 0.24
35. C -0.42
36. C -0.40
37. H 0.21
38. C -0.40
39. H 0.21
40. H 0.20
41. C -0.41
42. H 0.22
43. H 0.20
44. H 0.20
45. H 0.23
46. H 0.21
47. H 0.26
48. H 0.26
49. H 0.24
50. H 0.18
51. H 0.18

=====

This record from the Open Molecules 2025 dataset describes an isolated molecule of C19H24N2OS. The level of theory is the ωB97M-V functional and the def2-TZVPD basis.

Atoms and positions in Å:
C1 4.65799 2.55652 3.79087
H1 4.08209 1.87326 4.40822
H2 5.51118 2.92824 4.34979
H3 4.05042 3.38957 3.44928
S1 5.35598 1.66935 2.36881
C2 3.93955 1.05268 1.50907
C3 2.62915 1.28878 1.89539
C4 1.58781 0.75685 1.15348
C5 1.83153 -0.00514 0.02181
C6 3.14969 -0.23338 -0.36130
C7 4.19331 0.28465 0.37413
H4 5.21695 0.10500 0.08214
H5 3.34363 -0.83473 -1.23588
C8 0.69504 -0.55885 -0.79378
N1 0.93678 -1.94307 -1.17462
C9 0.94681 -2.82203 -0.02040
H6 -0.03290 -2.89712 0.46819
H7 1.67158 -2.44292 0.69816
H8 1.25454 -3.81654 -0.33910
C10 0.03284 -2.40867 -2.21946
C11 -1.42994 -2.27791 -1.79616
O1 -1.98005 -3.08223 -1.07142
N2 -2.04248 -1.15441 -2.24056
H9 -1.50855 -0.48003 -2.76628
C12 -3.28916 -0.67541 -1.66028
C13 -2.95431 0.29030 -0.54248
C14 -3.15506 -0.08039 0.78077
C15 -2.77083 0.75731 1.81352
C16 -2.17636 1.97610 1.53482
C17 -1.97099 2.35429 0.21866
C18 -2.35564 1.51607 -0.81208
H10 -2.17928 1.82178 -1.83368
H11 -1.50241 3.30135 -0.00586
H12 -1.87113 2.62869 2.33975
H13 -2.92943 0.45389 2.83792
H14 -3.60308 -1.03819 1.00082
C19 -4.17979 -0.06533 -2.73675
H15 -4.41020 -0.81036 -3.49416
H16 -5.10817 0.28192 -2.29108
H17 -3.69131 0.77884 -3.21796
H18 -3.77496 -1.56029 -1.23599
H19 0.23056 -1.83391 -3.12923
H20 0.25604 -3.46083 -2.40607
H21 0.61714 0.03062 -1.71579
H22 -0.24416 -0.43526 -0.22818
H23 0.56868 0.94269 1.46400
H24 2.40091 1.87823 2.76895

Max |F|: 0.6 eV/Å
Energy above the lowest of the compared OMol25 structures with the same formula, charge and spin: 10.47 kcal per mole
Orbital gap: 8.61 eV
SMILES string: CSc1ccc(CN(C)CC(=O)N[C@H](C)c2ccccc2)cc1
E: -1321.35989 Ha
Net charge: 0

Computed natural (NBO) charges, given in elementary charges:
1. C -0.74
2. H 0.22
3. H 0.24
4. H 0.22
5. S 0.25
6. C -0.17
7. C -0.27
8. C -0.14
9. C -0.07
10. C -0.18
11. C -0.22
12. H 0.22
13. H 0.23
14. C -0.24
15. N -0.43
16. C -0.43
17. H 0.19
18. H 0.21
19. H 0.20
20. C -0.30
21. C 0.66
22. O -0.63
23. N -0.61
24. H 0.39
25. C -0.10
26. C 0.07
27. C -0.24
28. C -0.19
29. C -0.23
30. C -0.20
31. C -0.25
32. H 0.20
33. H 0.22
34. H 0.22
35. H 0.21
36. H 0.22
37. C -0.60
38. H 0.22
39. H 0.22
40. H 0.20
41. H 0.24
42. H 0.19
43. H 0.22
44. H 0.19
45. H 0.18
46. H 0.21
47. H 0.21